Record 1
Here is C31H25Br2ClF9N5O2SSiTc as an isolated structure from OMol25. Energies are from wB97M-V/def2-TZVPD.

Output
Energy relative to the best compared isomer or geometry (same formula, charge and spin) (kcal per mole): 2.7
E_LUMO (alpha / beta) (eV): -0.701 / -1.149
Multiplicity: 4
Frontier orbital gap (alpha / beta) (eV): 5.44 / 5.97
Expectation value of S²: 3.801

```
78
Properties=species:S:1:pos:R:3:forces:R:3:mulliken_charge:R:1
Tc -0.16462 -1.80600 -0.38658 4.3 0.6 -0.2 0.60
S 2.58053 1.20708 6.45836 0.4 0.3 -2.3 0.12
N 1.33978 0.31053 5.95350 -0.3 -0.1 -0.3 -0.66
C 1.31878 0.30973 4.62650 0.1 0.5 0.6 0.44
C 0.44035 -0.49718 3.82004 0.6 0.2 0.1 0.50
C -0.40311 -1.40686 4.43466 -0.1 0.0 -0.1 -0.85
C -1.00885 -2.36032 3.65261 0.5 0.6 -0.2 -1.27
C -0.70170 -2.38400 2.30408 -0.1 0.4 0.7 -0.12
N 0.01373 -1.46211 1.67452 0.2 1.4 1.1 0.93
C 0.61683 -0.42224 2.41210 -0.3 -0.9 -0.8 -0.30
C 1.47696 0.61437 1.82272 -0.9 0.1 0.7 0.49
N 1.28856 1.23038 0.58681 1.1 0.1 -1.3 1.84
C 2.37077 1.87496 -0.03701 0.2 -0.2 1.1 -0.62
C 3.52935 2.15774 0.65195 -0.8 -0.3 -1.5 -1.24
C 3.60778 1.83903 1.99984 -0.4 -0.4 1.8 -0.81
C 2.51054 1.18814 2.59456 0.8 0.3 -0.2 -0.36
C 2.34701 1.09446 4.02662 1.3 -0.5 1.8 0.73
N 3.17128 1.63343 4.93243 -0.8 -0.2 0.7 -0.71
H -0.56287 -1.38686 5.51696 0.2 0.1 -0.4 0.47
H -1.73115 -3.00058 4.06790 -0.6 -1.0 0.3 0.57
H -1.09018 -3.16692 1.69236 -0.3 -0.4 -0.3 0.36
H 2.19674 2.24341 -1.04360 -0.1 -0.3 0.2 0.76
H 4.31577 2.69052 0.13554 0.1 -0.2 0.0 0.51
H 4.48463 2.06460 2.63104 -0.7 0.1 -0.4 0.45
C -1.76856 -2.28299 -3.19903 -0.1 1.1 -0.3 -1.18
C -0.37065 -1.75707 -3.42427 0.0 -0.6 1.6 0.53
C 0.07574 -1.37389 -4.68711 1.9 0.3 -0.3 -1.00
C 1.42940 -1.08177 -4.91669 -1.4 -0.6 1.1 -1.19
C 2.30603 -1.13919 -3.77771 1.1 0.3 -1.8 1.09
C 3.73542 -1.08245 -3.86071 0.0 0.2 0.7 -0.11
Br 4.56303 -0.94248 -5.58610 -0.1 0.0 0.6 -0.24
C 4.51302 -1.18240 -2.70029 -0.3 0.0 -2.7 -0.53
C 3.91570 -1.36164 -1.48102 -1.1 0.2 1.3 -0.20
Br 5.03642 -1.53127 0.01204 0.1 -0.1 0.4 -0.18
C 2.51839 -1.43629 -1.27731 1.3 0.2 -2.2 0.83
O 1.95077 -1.69251 -0.16708 -1.0 -0.2 0.1 -0.60
C 1.74742 -1.32977 -2.52694 -0.2 -1.3 2.3 -0.34
N 0.44796 -1.74745 -2.35978 -1.1 1.6 -1.7 0.78
H -2.24946 -2.34149 -4.17242 -0.1 -0.5 0.0 0.54
H -2.38676 -1.57262 -2.62497 0.7 -0.4 -0.3 0.04
H -1.77086 -3.23147 -2.66586 0.1 -0.1 -0.2 0.17
H -0.64826 -1.40383 -5.46854 -0.2 0.1 -0.6 0.51
H 1.79339 -0.88716 -5.92964 0.0 0.0 0.5 0.33
H 5.59505 -1.21171 -2.81865 -0.3 0.1 0.2 0.41
C -1.43765 3.92513 1.63205 0.6 -1.2 0.0 -1.07
Si -0.61973 3.44943 0.02233 1.3 -0.1 -0.8 0.30
C 0.95877 4.56377 -0.30557 -1.2 -0.9 0.2 -1.15
C -1.77361 3.62355 -1.47819 -0.2 -0.1 0.6 -1.02
C -0.01674 1.53881 0.04380 -1.5 0.6 0.1 -0.30
H -1.95000 4.85140 1.55960 -0.7 0.8 -0.2 0.44
H -0.67464 4.07254 2.38866 0.2 -0.1 0.2 0.35
H -2.09858 3.11523 1.97101 0.0 0.4 -0.1 0.26
H 0.63116 5.58972 -0.31467 -0.1 0.6 0.0 0.43
H 1.40538 4.35806 -1.27790 0.0 -0.1 0.0 0.32
H 1.69465 4.44114 0.48342 0.1 0.0 0.0 0.31
H -2.28451 4.59522 -1.45731 0.0 -0.2 0.1 0.39
H -2.53613 2.83606 -1.52296 0.1 0.2 0.1 0.20
H -1.22999 3.58981 -2.41271 0.3 -0.1 -0.2 0.33
H -0.08427 1.24526 -1.01173 0.1 -0.2 0.0 0.10
H -0.80579 0.99501 0.60173 0.7 0.2 -0.4 -0.84
F -5.23542 0.20541 -0.87204 1.1 -0.3 0.0 -0.28
C -4.09102 -0.42975 -1.20092 -0.1 0.0 -2.2 0.26
F -4.44883 -1.44971 -2.05507 0.1 0.9 1.0 -0.25
F -3.30736 0.40944 -1.96567 -1.0 -0.7 1.1 -0.19
C -3.27815 -0.98680 -0.00485 0.5 0.5 2.0 0.67
O -1.97425 -1.26480 -0.28094 -4.7 1.5 -0.2 0.53
C -3.31675 0.12950 1.16981 0.6 1.0 -0.2 -0.08
F -2.21911 -0.01697 1.95892 -1.5 0.1 -0.3 0.01
F -4.42652 0.15915 1.95520 1.2 -0.2 -0.9 -0.34
F -3.17812 1.37730 0.60017 -0.4 -1.0 0.5 -0.33
C -4.04619 -2.19965 0.59971 0.2 -1.4 -0.6 0.34
F -3.56171 -2.45633 1.85422 -0.7 0.0 -1.3 -0.21
F -3.77487 -3.27416 -0.21543 -0.3 0.7 1.3 -0.24
F -5.39199 -2.07248 0.66173 1.3 0.0 0.1 -0.25
Cl 0.77376 -4.62508 -1.89689 -0.6 0.4 0.9 -0.23
C 0.03197 -3.78762 -0.34824 1.1 -2.6 -0.2 -0.89
H 0.78442 -4.12580 0.39851 -0.5 0.4 -0.3 0.46
H -0.89828 -4.35762 -0.17558 0.2 0.3 -0.3 0.54
```
Forces are in eV/Å.

Record 2
Here is C31H26BN5O2PdSTe as an isolated structure from OMol25. Energies are from wB97M-V/def2-TZVPD.

Output
Energy relative to the best compared isomer or geometry (same formula, charge and spin) (kcal per mole): 6.6
E_LUMO (alpha / beta) (eV): -0.195 / -1.166
Multiplicity: 3
Frontier orbital gap (alpha / beta) (eV): 6.24 / 5.95
Expectation value of S²: 2.011

```
68
Properties=species:S:1:pos:R:3:forces:R:3:mulliken_charge:R:1
Pd 0.07407 0.75478 -0.00744 0.3 0.4 -0.9 0.03
Te 1.94753 -0.47808 1.22451 0.6 -0.1 0.4 0.02
C 3.75228 0.47699 0.64821 -0.2 -0.1 0.0 0.10
C 3.96393 1.83733 0.84559 0.0 0.0 0.0 -0.19
C 5.15080 2.42686 0.43763 0.0 0.0 0.0 -0.56
C 6.14257 1.66241 -0.16015 0.0 0.0 0.0 -0.43
C 5.94396 0.30165 -0.34316 0.0 0.0 0.0 -0.50
C 4.75370 -0.28731 0.05630 -0.1 -0.1 0.0 -0.47
H 3.19730 2.43928 1.31667 0.1 0.0 0.0 0.35
H 5.30536 3.48809 0.59041 0.0 0.0 0.0 0.37
H 7.06604 2.12387 -0.48642 0.0 0.0 0.0 0.37
H 6.71405 -0.30266 -0.80641 0.0 0.0 0.0 0.36
H 4.59753 -1.34871 -0.09596 0.0 0.0 0.0 0.33
O -2.63993 1.23845 1.52379 0.0 0.1 0.2 -0.67
B -1.78013 1.49311 0.44982 -0.2 -0.2 0.1 0.74
O -2.53187 1.58619 -0.73718 -0.2 0.2 -0.1 -0.55
C -3.82662 1.30715 -0.39068 -0.1 -0.1 0.3 0.72
C -4.94447 1.20501 -1.18912 0.1 0.0 0.0 -0.97
C -6.14244 0.87807 -0.55747 -0.1 0.0 0.0 -0.46
C -6.20772 0.67289 0.81508 -0.1 0.0 -0.1 -0.47
C -5.07541 0.78487 1.61745 0.2 0.0 0.1 -0.95
C -3.89270 1.09896 0.98541 -0.2 0.0 -0.3 0.88
H -4.89506 1.36229 -2.25810 0.0 0.0 0.0 0.45
H -7.04068 0.77503 -1.15223 0.0 0.0 0.0 0.37
H -7.15715 0.41570 1.26622 0.0 0.0 0.0 0.38
H -5.10975 0.62511 2.68699 0.0 0.0 0.0 0.44
N 1.06760 3.84758 0.77132 -0.3 -0.1 -0.1 -0.18
C 1.04515 3.88370 -0.56561 0.3 -0.2 -0.2 0.44
S 1.21724 2.49336 -1.52909 -0.2 -0.1 0.6 -0.44
N 0.95903 5.06879 -1.20617 0.0 0.1 -0.2 -0.08
C 0.68196 6.36337 -0.73003 -0.1 0.2 0.1 0.47
C -0.00866 7.22132 -1.58749 0.0 -0.1 0.0 -0.53
C -0.35123 8.49696 -1.18155 0.0 0.0 0.0 -0.57
C -0.00887 8.94621 0.08712 0.0 0.0 0.0 -0.49
C 0.72040 8.11499 0.91995 0.0 0.1 0.0 -0.66
C 1.07865 6.83581 0.51808 0.1 -0.1 0.0 -0.23
H 0.87289 2.92951 1.15833 0.0 0.0 0.1 0.08
H 0.74364 4.64494 1.29582 -0.1 -0.1 0.0 0.28
H 0.87077 4.95532 -2.20343 0.0 0.0 -0.1 0.19
H -0.28647 6.88015 -2.57819 0.0 0.0 0.0 0.32
H -0.89572 9.14019 -1.86024 0.0 0.0 0.0 0.36
H -0.29594 9.93536 0.41629 0.0 0.0 0.0 0.39
H 1.03132 8.46897 1.89432 0.0 0.0 0.0 0.36
H 1.71279 6.24346 1.16327 0.0 0.0 0.0 0.55
N -0.21800 -6.25688 1.01214 0.0 0.2 0.1 0.02
C -0.02632 -7.54386 0.57208 0.0 -0.1 -0.4 0.70
C 0.08126 -8.76308 1.22997 0.0 -0.1 0.2 -0.99
C 0.23859 -9.88610 0.44239 0.0 0.0 0.0 -0.41
C 0.27580 -9.80056 -0.95734 0.0 0.0 -0.1 -0.47
C 0.16525 -8.58958 -1.60879 0.0 0.0 -0.1 -0.72
C 0.02136 -7.44034 -0.83228 -0.1 -0.1 0.4 0.54
N -0.13467 -6.12645 -1.20935 0.0 0.3 -0.1 -0.64
C -0.27245 -5.45123 -0.09942 0.1 -0.4 -0.1 -0.08
C -0.52590 -4.01430 -0.05369 -0.1 0.4 0.0 0.89
C -0.86627 -3.34606 1.12106 0.0 -0.2 -0.1 -0.57
C -1.16533 -1.99958 1.06442 -0.1 0.1 0.0 -0.50
N -1.14929 -1.30057 -0.06927 0.3 0.1 0.0 -0.13
C -0.79435 -1.93119 -1.19416 -0.2 -0.1 0.0 -0.41
C -0.47571 -3.27278 -1.23435 0.0 -0.2 0.1 -0.58
H -0.27036 -5.96089 1.96904 0.0 0.0 0.0 0.17
H 0.02321 -8.83840 2.30870 0.0 0.0 0.0 0.37
H 0.33444 -10.85642 0.91158 0.0 0.0 0.0 0.38
H 0.38573 -10.70962 -1.53398 0.0 0.0 0.0 0.38
H 0.17455 -8.52214 -2.68851 0.0 0.0 0.0 0.43
H -0.90620 -3.85535 2.07505 0.0 0.0 0.0 0.24
H -1.43162 -1.44430 1.95679 0.0 0.0 0.0 0.44
H -0.78957 -1.32799 -2.09350 0.1 0.0 0.0 0.49
H -0.19390 -3.76963 -2.15099 0.0 0.1 -0.1 0.51
```
Forces are in eV/Å.

Record 3
Here is C31H26GeN4OReS3Se as an isolated structure from OMol25. Energies are from wB97M-V/def2-TZVPD.

Output
Energy relative to the best compared isomer or geometry (same formula, charge and spin) (kcal per mole): 0.0
E_LUMO (alpha / beta) (eV): -7.779 / -7.461
Multiplicity: 2
Frontier orbital gap (alpha / beta) (eV): 5.55 / 5.87
Expectation value of S²: 0.928
Total charge: +2

```
68
Properties=species:S:1:pos:R:3:forces:R:3:mulliken_charge:R:1
Re 1.10239 0.28522 -0.43537 0.6 0.2 -0.3 -0.73
N 0.48327 -3.02853 -3.02866 0.0 0.1 0.0 0.06
C -0.82548 -3.00150 -2.59583 0.0 0.0 -0.1 -1.35
C -0.91599 -1.98505 -1.69851 0.0 0.1 0.0 -0.51
N 0.31991 -1.39795 -1.58389 -0.2 -0.2 0.0 0.94
C 1.13808 -2.04718 -2.39597 0.1 0.0 0.0 -0.12
C 2.49626 -1.56464 -2.39435 0.1 0.0 0.0 -0.02
N 2.75435 -0.56506 -1.55278 -0.1 -0.1 -0.1 0.31
C 4.08779 -0.25330 -1.70961 0.0 0.0 0.0 -0.35
C 4.62202 -1.07597 -2.64659 0.0 0.0 0.0 -0.79
N 3.60135 -1.89963 -3.06929 -0.1 0.1 0.0 -0.04
H 0.86265 -3.68060 -3.69706 0.0 0.0 0.0 0.19
H -1.55619 -3.70085 -2.96113 0.0 0.0 0.0 0.46
H -1.75698 -1.64591 -1.12046 0.0 0.0 0.0 0.60
H 4.56510 0.51713 -1.13123 0.0 0.0 0.0 0.46
H 5.61843 -1.15889 -3.04303 0.0 0.0 0.0 0.42
H 3.68709 -2.61661 -3.77294 0.0 0.0 0.0 0.19
Ge 1.45952 -1.32448 1.59444 -0.1 -0.1 -0.1 0.90
C -0.02560 -2.54554 1.40528 0.0 -0.1 0.1 0.10
C -1.33002 -2.19554 1.74840 0.0 0.2 0.1 0.01
C -2.37236 -3.09283 1.56934 0.0 0.0 0.0 -0.61
C -2.11769 -4.35438 1.04614 0.0 0.0 0.0 -0.54
C -0.81950 -4.71990 0.71357 0.0 0.0 0.0 -0.78
C 0.22159 -3.81981 0.89275 0.0 0.0 0.0 -0.45
C 1.59280 -0.17276 3.13696 0.0 -0.1 0.1 -0.39
C 2.69355 -0.28941 3.98941 0.0 0.0 0.0 -0.52
C 2.81710 0.54480 5.09006 0.0 0.0 0.0 -0.69
C 1.84296 1.49918 5.35144 0.0 0.0 0.0 -0.49
C 0.74326 1.62400 4.51138 0.0 0.0 0.0 -0.90
C 0.61877 0.79438 3.40954 -0.1 0.0 0.0 0.99
H 2.77239 -2.05221 1.28244 0.0 0.0 0.0 -0.25
H -1.53948 -1.22089 2.17922 0.0 -0.1 0.0 0.33
H -3.37888 -2.81445 1.85341 0.0 0.0 0.0 0.49
H -2.92757 -5.06103 0.92122 0.0 0.0 0.0 0.44
H -0.61537 -5.71343 0.33586 0.0 0.0 0.0 0.46
H 1.23296 -4.12767 0.64703 0.0 0.0 0.0 0.48
H 3.45926 -1.03379 3.80311 0.0 0.0 0.0 0.38
H 3.67093 0.44678 5.74671 0.0 0.0 0.0 0.43
H 1.93926 2.14505 6.21392 0.0 0.0 0.0 0.42
H -0.01711 2.36632 4.71613 0.0 0.0 0.0 0.47
H -0.23987 0.91606 2.75697 0.0 0.0 0.0 0.36
Se 2.42958 1.57691 0.76542 -0.1 0.1 0.0 -0.05
O -0.63672 0.78597 -0.18956 -0.3 0.3 0.1 1.23
C -1.29825 1.99027 -0.82776 0.2 0.0 0.2 2.32
C -2.70131 2.00285 -0.28994 0.0 -0.1 0.0 -1.52
C -3.23168 1.20464 0.68029 0.1 0.0 -0.1 -0.35
C -4.56635 1.56604 1.00555 -0.1 0.0 0.0 -0.73
C -5.00777 2.62520 0.27517 0.0 -0.1 0.1 -0.63
S -3.81656 3.20297 -0.80629 0.0 0.0 0.0 -0.01
C -0.53272 3.20908 -0.35752 0.1 -0.3 -0.1 0.33
C 0.35750 4.02737 -0.99847 -0.2 0.0 0.0 -0.44
C 0.98036 4.94972 -0.12081 0.0 0.1 0.1 -0.84
C 0.55853 4.80759 1.16844 0.1 0.0 -0.1 -0.53
S -0.60497 3.57358 1.32569 0.0 0.0 0.0 0.14
C -1.24402 1.66186 -2.29333 -0.2 0.0 -0.1 -0.09
C -2.23474 1.07919 -3.02362 0.0 0.1 0.2 -0.49
C -1.80272 0.64610 -4.30881 0.1 0.0 -0.1 -0.87
C -0.48007 0.86941 -4.51598 0.0 -0.1 -0.1 -0.66
S 0.24153 1.66837 -3.18167 0.2 0.0 0.2 0.00
H -2.68686 0.40046 1.15289 0.0 0.0 0.0 0.64
H -5.16607 1.05898 1.74630 0.0 0.0 0.0 0.45
H -5.97352 3.10314 0.30918 0.0 0.0 0.0 0.50
H 0.53947 4.03556 -2.05957 0.0 -0.1 -0.1 0.60
H 1.68034 5.70725 -0.44125 0.0 0.0 0.0 0.48
H 0.83976 5.39803 2.02612 0.0 0.0 0.0 0.50
H -3.24349 0.96387 -2.65358 0.0 0.0 0.0 0.58
H -2.45537 0.20939 -5.05019 0.0 0.0 0.0 0.49
H 0.09116 0.69707 -5.41475 0.0 0.0 0.0 0.55
```
Forces are in eV/Å.

Asked for maximum force across the records above, the calculation gives 4.933; 1.038; 0.748 eV Å⁻¹ in order.